1.
# C24H42N2O9P2S2Ti

C24H42N2O9P2S2Ti as an isolated structure (the ωB97M-V functional and the def2-TZVPD basis, the OMol25 dataset).

Geometry as XYZ:
```
82
Properties=species:S:1:pos:R:3:forces:R:3
Ti 0.756 -1.072 0.974 -0.019 0.050 0.048
S 2.441 -0.825 5.258 0.001 0.000 -0.006
C 0.746 -0.672 5.449 -0.005 -0.004 0.003
C 0.086 -0.726 4.256 0.007 0.008 -0.004
C 0.939 -0.881 3.122 -0.004 -0.019 -0.011
C 2.244 -0.947 3.540 0.002 0.012 0.009
C 3.342 -1.034 2.593 0.003 0.007 -0.007
C 4.697 -1.074 2.921 -0.003 -0.004 0.004
C 5.632 -1.167 1.908 0.002 0.002 -0.004
C 5.210 -1.224 0.585 -0.001 -0.001 0.003
C 3.852 -1.177 0.334 0.000 0.004 0.001
N 2.948 -1.065 1.305 -0.001 -0.007 0.010
H 0.326 -0.572 6.438 0.000 0.000 0.000
H -0.992 -0.659 4.194 -0.004 -0.001 0.004
H 4.999 -1.045 3.959 0.001 -0.002 0.000
H 6.687 -1.205 2.148 0.000 0.001 0.000
H 5.912 -1.313 -0.231 0.000 0.000 0.000
H 3.449 -1.235 -0.670 0.000 0.000 -0.001
C 0.372 2.581 -4.654 -0.002 0.001 -0.007
C -0.664 2.201 -3.619 0.007 -0.007 0.005
C -1.546 3.351 -3.188 0.002 0.002 0.000
O 0.038 1.734 -2.429 -0.006 -0.003 0.006
P 0.085 0.213 -2.031 0.002 0.013 -0.009
O 1.018 0.026 -0.885 0.000 -0.009 -0.003
C -1.558 -0.363 -1.643 -0.003 -0.020 0.002
P -2.155 0.151 -0.045 0.018 0.002 0.015
O -1.077 0.045 0.987 -0.008 -0.011 -0.016
O -3.453 -0.658 0.278 0.006 0.000 0.003
C -3.446 -2.031 0.838 -0.008 -0.017 0.000
C -3.373 -1.935 2.342 -0.004 0.009 0.005
C -4.711 -2.679 0.328 0.010 -0.001 -0.008
O -2.687 1.609 -0.290 -0.006 0.013 0.002
C -3.085 2.576 0.733 0.003 -0.007 -0.007
C -3.862 1.932 1.863 0.001 0.005 0.001
C -1.858 3.318 1.212 0.000 0.003 0.001
O 0.524 -0.504 -3.354 -0.004 -0.007 0.001
C 0.981 -1.915 -3.333 -0.008 0.001 0.005
C 2.361 -1.921 -3.945 0.006 -0.003 0.003
C -0.031 -2.738 -4.091 -0.001 0.013 -0.011
H -0.120 2.940 -5.558 0.002 0.001 0.000
H 0.990 1.722 -4.909 0.000 0.001 0.000
H 1.011 3.375 -4.266 0.000 0.000 0.001
H -1.278 1.380 -4.001 -0.001 0.001 0.001
H -0.932 4.155 -2.778 0.000 0.000 0.000
H -2.252 3.027 -2.424 -0.002 -0.001 0.002
H -2.099 3.738 -4.044 0.001 0.000 0.001
H -1.441 -1.476 -1.539 -0.005 0.003 -0.003
H -2.276 -0.127 -2.429 0.004 0.002 -0.002
H -2.570 -2.547 0.446 0.006 0.004 -0.002
H -4.227 -1.381 2.739 0.000 -0.004 -0.004
H -2.443 -1.457 2.641 0.005 -0.001 0.005
H -3.377 -2.940 2.765 0.002 -0.002 0.000
H -5.593 -2.135 0.672 0.003 0.003 0.003
H -4.765 -3.702 0.699 -0.001 -0.001 0.000
H -4.716 -2.709 -0.762 -0.006 -0.001 0.001
H -3.739 3.250 0.178 0.001 0.000 0.001
H -3.228 1.250 2.433 0.001 -0.001 0.000
H -4.726 1.383 1.493 0.000 -0.002 -0.002
H -4.207 2.717 2.537 -0.002 -0.003 0.001
H -1.211 2.655 1.785 -0.001 0.000 0.001
H -2.161 4.153 1.847 0.000 -0.001 -0.001
H -1.284 3.706 0.371 0.000 -0.001 0.001
H 1.023 -2.243 -2.293 0.003 0.001 0.002
H 2.330 -1.566 -4.977 -0.002 -0.001 -0.001
H 2.758 -2.937 -3.936 0.001 0.001 -0.001
H 3.037 -1.282 -3.375 -0.001 -0.001 -0.001
H -0.134 -2.378 -5.117 0.005 0.000 0.001
H -0.998 -2.712 -3.592 -0.003 -0.006 0.004
H 0.296 -3.778 -4.113 0.001 0.000 0.003
C 3.008 2.141 0.458 -0.001 -0.002 0.002
S 1.503 1.799 1.381 0.002 -0.001 0.000
C 2.079 2.234 3.028 -0.002 -0.003 -0.002
H 3.845 1.575 0.867 0.000 0.001 -0.001
H 3.236 3.206 0.480 0.001 0.000 -0.001
H 2.828 1.828 -0.569 0.000 0.001 0.000
H 2.254 3.307 3.099 0.000 0.000 0.001
H 2.993 1.691 3.269 0.001 -0.001 0.001
H 1.307 1.937 3.736 0.000 0.000 0.000
O -0.308 -2.687 1.414 0.012 0.031 0.002
N -0.040 -2.546 0.081 -0.004 -0.017 -0.019
O -0.842 -3.009 -0.833 -0.003 0.009 0.000
O 1.322 -2.656 -0.062 0.000 -0.029 -0.028
```
Positions in Å, forces in eV/Å.

Gap between HOMO and LUMO   7.19 eV
Net charge   0
Energy above the lowest of the compared OMol25 structures with the same formula, charge and spin   0.0 kcal per mole
HOMO   -0.2505 hartree

Results of the Löwdin charge analysis, in e, for atoms 1 through 8:
1. Ti 0.95
2. S 1.01
3. C -0.42
4. C -0.19
5. C -0.24
6. C -0.55
7. C -0.28
8. C -0.02

2.
# CH2FYb

CH2FYb as an isolated structure at a distorted geometry (the ωB97M-V functional and the def2-TZVPD basis, the OMol25 dataset).

Geometry as XYZ:
```
5
Properties=species:S:1:pos:R:3:forces:R:3
H -1.007 1.268 0.949 0.201 0.315 -0.065
Yb -1.851 -0.778 0.776 -0.096 -0.009 -0.126
C 0.576 0.007 -0.328 0.142 -2.234 -1.073
F 0.700 -0.463 -1.536 -0.215 1.166 1.457
H 1.582 -0.033 0.138 -0.033 0.761 -0.192
```
Positions in Å, forces in eV/Å.

Multiplicity   2
Expectation value of S²   0.7646
Gap between HOMO and LUMO (alpha / beta)   8.79 / 8.56 eV
Net charge   +2
Energy above the lowest of the compared OMol25 structures with the same formula, charge and spin   3.5 kcal per mole
HOMO (alpha / beta)   -0.7394 / -0.7609 hartree

Charge distribution, Löwdin scheme, values in e:
1. H 0.11
2. Yb 1.65
3. C 0.07
4. F 0.08
5. H 0.08

3.
# C32H40Cl2NOP3ReS

C32H40Cl2NOP3ReS as an isolated structure at a distorted geometry (the ωB97M-V functional and the def2-TZVPD basis, the OMol25 dataset).

Geometry as XYZ:
```
81
Properties=species:S:1:pos:R:3:forces:R:3
P 5.298 -2.269 -2.477 3.378 -0.791 -1.349
C 5.530 -2.745 -4.241 -1.086 0.080 0.277
C 6.557 -2.250 -5.062 0.053 0.222 -0.270
H 7.267 -1.516 -4.675 -0.240 -0.250 -0.162
C 6.683 -2.718 -6.373 -0.012 0.114 0.487
H 7.496 -2.341 -6.998 -0.268 -0.178 0.190
C 5.776 -3.659 -6.872 -0.175 0.004 0.186
H 5.877 -4.020 -7.895 -0.038 0.093 0.257
C 4.731 -4.134 -6.066 -0.008 -0.034 0.214
H 4.020 -4.868 -6.452 0.271 0.279 0.081
C 4.597 -3.674 -4.758 0.195 -0.071 -0.174
H 3.791 -4.040 -4.115 0.214 0.081 -0.309
C 6.502 -0.886 -2.326 -0.899 0.504 0.269
C 6.037 0.389 -2.720 0.248 -0.119 0.023
H 5.006 0.502 -3.070 0.333 0.047 0.128
C 6.904 1.479 -2.697 -0.083 -0.048 -0.068
H 6.545 2.458 -3.023 0.184 -0.329 0.120
C 8.228 1.314 -2.268 -0.167 -0.096 0.033
H 8.903 2.170 -2.249 -0.189 -0.241 -0.018
C 8.685 0.058 -1.857 -0.237 -0.166 -0.079
H 9.714 -0.076 -1.517 -0.335 0.074 -0.156
C 7.824 -1.042 -1.878 0.081 0.007 0.210
H 8.185 -2.023 -1.561 -0.109 0.349 -0.099
C 6.211 -3.629 -1.632 -0.964 0.054 0.591
C 7.028 -4.557 -2.303 -0.028 -0.200 -0.061
H 7.125 -4.522 -3.390 -0.022 -0.019 0.393
C 7.732 -5.519 -1.572 -0.227 0.362 -0.058
H 8.371 -6.228 -2.101 -0.174 0.231 0.214
C 7.612 -5.564 -0.179 -0.141 0.121 -0.078
H 8.166 -6.313 0.388 -0.153 0.192 -0.136
C 6.775 -4.662 0.492 -0.075 0.205 -0.031
H 6.679 -4.697 1.580 0.051 -0.063 -0.387
C 6.060 -3.708 -0.229 0.304 -0.171 -0.148
H 5.390 -3.010 0.285 0.259 -0.334 -0.104
Re 0.205 -0.014 -0.129 -0.928 -1.601 1.780
C 1.068 1.173 1.396 0.684 0.165 0.272
C 2.418 1.261 1.504 -0.609 0.357 0.578
H 0.420 1.674 2.130 0.301 -0.120 -0.243
C 3.230 0.535 0.457 0.656 0.223 0.183
O 4.030 -0.464 1.130 0.386 -0.100 -0.600
H 4.541 -0.981 0.474 -0.386 0.589 0.358
C 2.254 -0.078 -0.464 -1.075 -0.779 0.065
H 3.862 1.259 -0.082 0.204 -0.223 0.037
C 1.712 -0.953 -1.240 0.621 0.475 0.316
Cl -1.814 0.840 0.991 0.209 -0.115 -0.280
Cl -1.237 -1.337 -1.489 -0.199 0.004 -0.225
P -0.103 1.734 -1.558 -0.962 2.406 -2.133
C -1.840 2.127 -2.009 0.104 -0.165 0.187
H -2.379 2.474 -1.123 0.112 -0.088 -0.182
H -2.329 1.222 -2.382 0.093 0.117 0.094
H -1.857 2.902 -2.784 0.126 -0.135 0.144
C 0.519 3.367 -1.026 0.200 -0.031 0.110
H 1.585 3.300 -0.786 -0.097 0.018 -0.040
H -0.017 3.687 -0.126 0.024 -0.087 -0.139
H 0.376 4.110 -1.819 -0.038 -0.181 0.141
C 0.643 1.508 -3.206 0.186 -0.011 0.056
H 0.244 0.593 -3.656 0.030 0.140 0.078
H 1.729 1.414 -3.113 -0.114 0.012 -0.069
H 0.400 2.372 -3.835 0.054 -0.193 0.083
P 3.231 2.142 2.878 -0.674 -1.020 -1.512
C 2.052 3.206 3.687 -0.086 0.259 0.231
C 4.561 3.093 2.146 0.301 0.263 0.257
H 1.256 2.601 4.137 0.177 0.132 -0.080
H 1.610 3.904 2.966 0.119 -0.177 0.127
H 2.560 3.779 4.474 -0.133 -0.136 -0.134
H 5.243 2.428 1.601 -0.142 0.113 0.195
H 5.112 3.616 2.938 0.000 -0.069 -0.246
H 4.146 3.833 1.449 0.039 -0.186 0.195
C 3.834 0.877 3.985 0.340 0.133 0.426
H 2.975 0.384 4.455 0.153 0.132 -0.098
H 4.470 1.330 4.755 -0.105 -0.217 -0.060
H 4.394 0.136 3.403 -0.106 0.241 0.135
H 1.833 -1.740 -1.968 -0.038 0.039 0.038
S 0.834 -3.601 2.882 -1.187 0.982 -0.446
C -0.858 -3.136 2.982 0.543 0.628 -0.842
C -1.128 -2.109 2.114 0.733 -0.266 0.154
N -0.020 -1.671 1.388 1.501 -1.120 0.734
C 1.074 -2.371 1.707 -1.286 -0.016 0.151
H -1.577 -3.603 3.632 0.159 -0.175 0.085
H -2.084 -1.608 1.968 0.357 -0.222 0.018
H 2.042 -2.216 1.243 -0.186 0.096 0.110
```
Positions in Å, forces in eV/Å.

Multiplicity   4
Expectation value of S²   3.7830
Gap between HOMO and LUMO (alpha / beta)   7.66 / 3.63 eV
Net charge   +2
Energy above the lowest of the compared OMol25 structures with the same formula, charge and spin   0.0 kcal per mole
HOMO (alpha / beta)   -0.4542 / -0.4722 hartree

Results of the Löwdin charge analysis, in e, for atoms 1 through 8:
1. P 1.24
2. C -0.37
3. C -0.06
4. H 0.11
5. C -0.04
6. H 0.12
7. C -0.03
8. H 0.12

4.
# C20H63N5O9

A 9-piece molecular cluster, C20H63N5O9 overall at a distorted geometry (the ωB97M-V functional and the def2-TZVPD basis, the OMol25 dataset).

Geometry as XYZ:
```
97
Properties=species:S:1:pos:R:3:forces:R:3
C 8.702 1.189 6.226 -1.677 -0.309 -0.271
O 7.350 0.989 6.725 -0.594 0.669 -1.562
C 6.434 1.448 5.672 -0.163 -0.145 0.182
C 4.967 1.187 5.967 -2.005 -0.662 1.298
C 4.524 -0.265 5.814 0.426 -0.863 0.729
N 4.074 1.983 5.158 0.001 1.688 -1.964
H 9.444 0.720 6.873 -0.298 0.195 0.131
H 8.837 2.263 6.091 0.474 0.024 0.078
H 8.682 0.700 5.252 0.699 0.031 -0.175
H 6.554 2.494 5.392 0.251 0.567 0.816
H 6.587 1.016 4.684 0.629 -0.898 0.022
H 4.641 1.504 6.958 1.143 -0.474 0.865
H 5.124 -0.867 6.496 0.318 -0.212 -0.232
H 4.554 -0.699 4.815 0.484 0.372 -0.199
H 3.514 -0.497 6.151 -0.271 0.687 0.114
H 3.084 1.859 5.312 0.033 -0.997 0.203
H 4.151 2.960 5.403 0.535 0.339 -0.102
C 1.815 -6.069 -8.105 -0.983 -0.243 -0.183
O 1.595 -6.133 -9.488 0.679 -0.888 -1.184
C 1.871 -7.451 -10.043 -1.299 1.659 -1.155
C 1.298 -7.447 -11.500 -0.345 0.367 0.309
C -0.204 -7.308 -11.509 -1.112 1.100 0.629
N 1.546 -8.633 -12.260 1.056 -1.073 0.029
H 2.861 -6.076 -7.800 0.136 -0.136 -0.076
H 1.257 -6.927 -7.731 0.258 -0.035 0.949
H 1.329 -5.154 -7.763 0.160 -0.003 0.133
H 2.947 -7.625 -10.063 0.046 -0.314 0.215
H 1.274 -8.205 -9.530 0.382 -0.244 0.569
H 1.752 -6.610 -12.031 -0.040 0.171 0.014
H -0.713 -7.292 -12.473 0.715 0.302 -0.397
H -0.462 -6.392 -10.977 -0.231 0.044 -0.021
H -0.767 -8.106 -11.025 0.503 -0.378 0.539
H 2.517 -8.893 -12.170 0.439 -0.045 -0.318
H 1.070 -9.400 -11.805 -0.364 -0.281 -0.051
C -4.867 -3.311 -2.601 -1.027 0.927 0.590
O -5.946 -3.221 -1.634 0.473 -0.612 -0.640
C -5.501 -3.541 -0.310 -1.838 0.075 -0.274
C -6.746 -3.751 0.650 0.007 1.528 -0.735
C -7.366 -2.402 1.047 0.275 0.047 -0.891
N -6.334 -4.439 1.828 0.554 -0.917 0.793
H -4.658 -4.324 -2.946 0.086 -0.184 0.417
H -3.999 -2.798 -2.189 0.343 -0.306 -0.018
H -5.168 -2.735 -3.476 -0.200 -0.028 0.047
H -4.906 -4.453 -0.352 0.263 0.023 0.289
H -4.962 -2.652 0.016 0.501 -0.339 0.542
H -7.575 -4.295 0.196 0.246 -0.159 -0.859
H -6.613 -1.648 1.279 0.087 -0.101 0.254
H -8.066 -2.493 1.877 -0.002 -0.066 -0.019
H -7.896 -2.041 0.166 -0.182 0.197 0.107
H -7.095 -4.427 2.492 -0.057 0.265 0.294
H -6.281 -5.418 1.585 0.474 -0.347 0.106
C -2.221 0.702 5.279 -0.512 0.297 0.167
O -2.094 1.609 6.413 1.061 -0.781 -1.252
C -3.000 1.400 7.439 -0.785 0.008 1.350
C -2.867 2.311 8.713 0.401 0.732 -1.842
C -1.563 2.438 9.417 1.529 0.604 -0.402
N -3.697 1.729 9.714 -1.811 -0.522 -0.030
H -1.274 0.472 4.790 0.270 0.656 0.352
H -2.906 1.107 4.534 0.069 0.447 -0.054
H -2.642 -0.288 5.457 -0.090 -0.031 1.002
H -4.025 1.512 7.086 -0.271 0.245 -0.075
H -2.982 0.383 7.830 0.392 -0.502 -0.063
H -3.169 3.323 8.442 -0.534 0.020 -0.004
H -0.823 3.112 8.986 0.257 -0.421 -0.531
H -1.193 1.424 9.565 0.568 0.151 0.255
H -1.780 2.929 10.366 0.115 -0.305 0.242
H -3.715 2.379 10.487 -0.246 -0.186 0.259
H -3.138 0.939 10.004 -0.404 -0.415 0.618
C -0.109 6.415 -1.594 0.005 1.310 0.570
O -0.356 7.137 -2.823 0.257 -1.440 0.457
C -0.965 8.398 -2.725 0.706 1.356 1.527
C -0.035 9.499 -2.107 -0.622 -0.085 0.593
C -0.722 10.839 -1.976 -0.223 0.144 -0.575
N 1.210 9.650 -2.801 0.542 -0.707 -0.978
H 0.306 5.410 -1.682 -0.319 0.094 -1.002
H -0.980 6.369 -0.940 -0.473 -0.101 -0.324
H 0.621 6.931 -0.971 0.282 0.335 -0.104
H -1.275 8.688 -3.729 0.108 -0.035 -0.071
H -1.827 8.473 -2.063 -0.528 -0.835 -0.027
H 0.317 9.262 -1.103 -0.573 -0.688 0.304
H -0.896 11.193 -2.992 0.007 0.446 -0.061
H -0.060 11.523 -1.445 -0.080 0.080 -0.170
H -1.696 10.840 -1.486 0.055 -0.300 0.169
H 1.504 8.685 -2.847 0.985 -0.393 0.272
H 0.999 9.738 -3.785 -0.130 0.814 -0.573
O 2.305 1.292 -4.458 0.144 -0.220 0.024
H 2.303 1.996 -3.809 0.039 0.184 0.176
H 1.484 1.405 -4.937 -0.203 0.010 -0.172
O 1.655 -6.251 -0.644 0.134 -0.207 0.091
H 1.819 -5.322 -0.804 0.070 0.312 -0.017
H 0.796 -6.414 -1.033 -0.206 -0.059 -0.075
O 1.500 -1.716 -1.294 -0.185 -0.257 0.073
H 2.150 -1.197 -0.819 0.213 0.159 0.188
H 1.501 -1.350 -2.179 0.019 0.108 -0.265
O 4.299 1.214 0.643 -0.123 -0.209 -0.152
H 4.184 1.709 1.454 -0.054 0.072 0.357
H 4.824 1.787 0.084 0.155 0.100 -0.165
```
Positions in Å, forces in eV/Å.

Gap between HOMO and LUMO   9.50 eV
Net charge   0
Energy above the lowest of the compared OMol25 structures with the same formula, charge and spin   99.8 kcal per mole
HOMO   -0.3434 hartree
SMILES   COC[C@H](C)N.COC[C@H](C)N.COC[C@H](C)N.COC[C@H](C)N.COC[C@H](C)N.O.O.O.O

Results of the Löwdin charge analysis, in e, for atoms 1 through 8:
1. C -0.09
2. O -0.18
3. C -0.19
4. C -0.45
5. C -0.07
6. N 0.01
7. H 0.09
8. H 0.08

Q: What is the formula in the fourth record?
A: C20H63N5O9

Q: What is the net charge in the third record?
A: +2